This record from the OMol25 dataset describes a 12-piece molecular cluster, C66H165F2N12O26S2 overall in a non-equilibrium geometry. The level of theory is ωB97M-V/def2-TZVPD.

Geometry as XYZ:
```
273
Properties=species:S:1:pos:R:3:forces:R:3:mulliken_charge:R:1
N 29.06815 -15.65290 -2.84902 1.322 -3.195 -4.225 -0.027
S 27.84050 -16.24508 -2.19727 -5.713 -1.367 6.123 -0.927
O 27.78285 -17.66015 -1.79015 0.700 1.826 -1.645 0.026
O 26.56279 -15.68192 -2.57846 1.336 -0.158 -0.032 -0.443
F 28.16726 -15.57976 -0.78997 -0.436 0.453 0.378 0.200
S 29.15420 -16.86637 -4.05617 3.253 -0.829 -2.481 0.087
O 27.98351 -17.09985 -4.87418 0.635 0.082 1.587 -0.155
O 30.05994 -17.97352 -3.72179 -1.982 2.180 -0.310 0.405
F 30.01933 -15.98166 -5.07201 0.119 0.012 0.514 -0.609
C 26.96174 -17.04670 -13.02479 0.175 1.035 0.586 -0.796
O 27.61485 -17.69831 -11.93461 -1.073 0.108 -1.391 -0.045
C 28.75168 -18.36075 -12.41066 0.875 -0.583 1.086 -0.514
C 29.26872 -19.28606 -11.27313 -0.422 1.078 -0.634 -0.859
N 30.23067 -18.60877 -10.42399 1.400 -1.039 -1.702 -0.394
C 30.60396 -19.43861 -9.31831 0.352 0.638 1.630 -0.673
C 31.51631 -18.66384 -8.31837 -0.945 -0.309 -0.891 0.014
O 31.83120 -19.47859 -7.22145 -0.262 -0.049 0.299 -0.371
C 32.47646 -18.75574 -6.17753 -0.273 -0.904 -0.380 -1.011
H 27.56068 -16.20966 -13.38357 0.308 0.354 0.185 0.199
H 26.03061 -16.61902 -12.65307 -0.035 -0.264 -0.035 0.213
H 26.81248 -17.61708 -13.94158 -0.211 -0.829 0.326 0.360
H 29.51065 -17.62598 -12.67934 0.365 0.150 0.040 0.037
H 28.56158 -18.91656 -13.32883 -0.385 -0.292 -0.035 0.639
H 29.62703 -20.19775 -11.75118 0.390 -0.114 0.394 0.461
H 28.41731 -19.50435 -10.62850 -0.589 -0.558 -0.277 0.274
H 29.79436 -17.74710 -10.12858 -0.268 0.024 0.729 0.351
H 31.02131 -20.40934 -9.58589 0.281 0.130 -0.411 0.501
H 29.72124 -19.66544 -8.72042 -0.433 -0.361 0.320 0.022
H 30.89728 -17.81471 -8.02876 -0.013 0.336 0.402 -0.162
H 32.40397 -18.24726 -8.79444 0.336 -0.139 -0.191 0.285
H 31.82786 -18.01997 -5.70208 -0.006 0.439 -0.395 0.282
H 33.39362 -18.36094 -6.61462 0.110 0.371 0.435 0.502
H 32.68598 -19.46909 -5.38046 0.302 -0.122 -0.142 0.279
C 22.24804 -13.93484 6.34269 1.049 0.167 -0.750 -0.455
O 22.90642 -13.54314 5.13915 -0.684 0.902 -0.261 -0.091
C 22.44308 -12.31022 4.58119 -0.650 -0.454 0.585 -1.005
C 23.01475 -12.11828 3.23961 1.311 -0.069 -1.132 -0.155
N 24.46419 -11.95818 3.19816 -0.139 -0.122 -0.101 -0.428
C 24.94923 -11.97970 1.81152 0.194 0.911 0.751 -0.665
C 26.45211 -12.06901 1.72997 -0.205 -0.990 -0.903 0.001
O 26.81445 -13.46187 1.95234 0.040 1.484 -0.156 -0.233
C 28.19825 -13.77137 1.81023 -0.609 -0.788 0.951 -0.483
H 22.66587 -14.93105 6.48791 -0.286 0.072 0.612 -0.065
H 21.16110 -13.97947 6.27430 -0.126 0.025 -0.278 0.304
H 22.53540 -13.22763 7.12074 -0.070 -0.189 0.400 0.318
H 22.60855 -11.43757 5.21301 0.442 -0.036 0.424 0.346
H 21.36550 -12.33885 4.41964 -0.420 -0.264 0.225 0.393
H 22.58612 -11.23256 2.77070 -0.235 0.202 0.053 0.385
H 22.74729 -12.95973 2.60045 -0.389 -0.355 -0.091 0.191
H 24.92763 -12.62211 3.80192 -0.009 -0.371 -0.195 0.393
H 24.62850 -11.00408 1.44626 0.185 0.244 -0.489 0.691
H 24.51707 -12.69404 1.11077 -0.321 -0.596 0.297 0.138
H 26.88328 -11.30452 2.37630 0.460 -0.420 0.577 0.353
H 26.74154 -11.81087 0.71130 0.170 0.048 -0.169 -0.462
H 28.24426 -14.86032 1.79705 -0.072 -0.117 -0.380 0.037
H 28.68852 -13.54576 2.75724 0.510 0.655 -0.189 0.276
H 28.70480 -13.39619 0.92099 -0.190 0.376 0.129 0.224
C 27.74498 -24.37255 -0.32297 -0.598 0.451 0.026 -0.790
O 27.71000 -23.45903 -1.41732 0.180 -0.932 -0.376 -0.337
C 27.29595 -22.16022 -1.07184 0.590 1.569 -0.597 -0.597
C 27.63053 -21.11174 -2.24019 -0.127 -1.803 -0.121 0.372
N 26.88500 -21.36772 -3.50765 -0.033 -0.668 0.885 -0.223
C 27.26478 -20.52188 -4.61943 -0.223 -0.337 -0.108 -0.459
C 28.48503 -20.91341 -5.46958 -0.196 -0.269 0.821 0.858
O 28.40525 -22.26176 -5.96551 -1.136 0.483 0.318 -0.501
C 29.50736 -22.71133 -6.70956 0.511 0.899 0.359 -0.300
H 26.72653 -24.58784 0.00031 -0.278 -0.083 0.081 0.321
H 28.26537 -23.97943 0.55038 0.254 0.373 0.000 0.258
H 28.21587 -25.32690 -0.55870 0.091 0.293 -0.610 0.356
H 27.86757 -21.91466 -0.17684 0.181 0.685 0.119 0.149
H 26.25131 -22.06173 -0.77670 -0.424 -0.421 -0.252 0.319
H 28.69640 -21.24617 -2.42443 0.373 0.128 0.122 0.147
H 27.47059 -20.07288 -1.95163 -0.184 -0.143 0.322 -0.103
H 27.02756 -22.32743 -3.78822 -0.061 -0.303 0.167 0.531
H 27.41455 -19.55590 -4.13719 0.227 0.395 -0.702 -0.202
H 26.44587 -20.45585 -5.33575 -0.375 0.100 0.195 0.000
H 29.32535 -20.78727 -4.78690 0.727 -0.089 -0.432 -0.107
H 28.47918 -20.19217 -6.28682 0.574 0.031 -0.208 0.004
H 30.36619 -22.73674 -6.03885 0.359 -0.446 -0.004 0.171
H 29.79156 -22.00744 -7.49179 -0.150 0.181 -0.281 -0.013
H 29.31079 -23.67862 -7.17194 -0.190 0.016 0.331 0.296
C 30.14470 -14.52843 -12.90693 0.285 -0.322 -0.119 -0.879
O 29.64175 -14.60759 -11.59996 -0.544 -0.100 -0.230 -0.310
C 30.51701 -15.29809 -10.71637 -0.198 0.714 0.546 -0.704
C 29.82633 -15.35142 -9.34986 0.436 0.535 -1.123 -0.688
N 28.80787 -16.36260 -9.44038 -0.175 -0.360 2.096 0.772
C 27.97542 -16.24958 -8.22774 -1.493 -0.783 -0.538 -1.439
C 26.73587 -17.19595 -8.27663 0.981 1.588 -0.857 0.066
O 25.89203 -16.59634 -9.28497 -0.693 -0.786 0.435 -0.348
C 24.61734 -17.23473 -9.21956 0.050 0.410 -0.162 -0.720
H 30.43933 -15.51410 -13.26714 0.425 -0.225 0.049 0.313
H 30.99340 -13.84468 -12.92440 0.257 0.013 -0.219 0.335
H 29.41790 -14.20715 -13.65301 -0.409 0.367 0.526 0.251
H 31.47889 -14.78701 -10.67537 0.190 0.221 0.076 0.627
H 30.70232 -16.31848 -11.05186 0.049 -0.031 -0.206 0.292
H 29.37478 -14.40419 -9.05497 0.019 0.588 -0.426 0.543
H 30.55619 -15.50051 -8.55413 0.081 -0.748 0.029 0.292
H 28.23829 -16.24241 -10.26576 -0.228 0.229 -0.106 0.030
H 27.53700 -15.25223 -8.19288 -0.079 0.314 0.114 0.597
H 28.52337 -16.33874 -7.28972 0.356 -0.438 -0.261 0.008
H 26.22596 -17.19663 -7.31326 -0.029 -0.071 0.141 -0.230
H 26.97695 -18.20995 -8.59571 0.169 -0.198 0.145 0.639
H 24.68257 -18.29549 -9.46167 0.143 -0.242 0.236 0.340
H 23.89557 -16.82008 -9.92327 0.390 0.393 -0.234 0.311
H 24.18926 -17.06841 -8.23103 -0.076 -0.296 0.225 0.067
C 24.52054 -20.65235 7.19090 -0.054 1.047 -0.062 -0.535
O 24.27724 -19.25649 6.91802 0.162 -1.268 0.516 -0.381
C 23.23344 -19.12937 6.00168 0.012 0.560 -0.759 -0.101
C 23.21193 -17.69439 5.50985 0.863 -0.333 0.072 -0.927
N 24.28019 -17.47628 4.48353 -1.643 -0.212 0.923 -0.113
C 24.16859 -16.09755 4.00290 -0.210 -0.983 0.526 -1.610
C 25.00459 -15.85250 2.80002 0.495 0.652 -0.559 1.695
O 24.50362 -16.49511 1.63883 -0.147 -0.299 -0.331 -0.614
C 25.37471 -16.32809 0.51957 0.097 -0.284 0.042 0.604
H 25.31174 -20.74124 7.93535 0.059 0.175 -0.179 0.225
H 24.81006 -21.12457 6.25214 0.016 -0.396 0.107 0.103
H 23.61930 -21.09918 7.61067 -0.144 -0.237 -0.115 0.341
H 22.26627 -19.50272 6.33824 -0.293 0.378 0.924 0.555
H 23.33591 -19.76925 5.12524 0.737 -0.282 -0.396 0.054
H 23.42763 -17.01988 6.33847 -0.014 -0.057 0.191 0.151
H 22.19100 -17.48272 5.19206 -0.155 0.303 -0.547 0.396
H 24.01660 -18.11606 3.74780 0.251 0.014 -0.589 0.253
H 24.44114 -15.46408 4.84703 0.465 0.225 -0.207 0.371
H 23.13011 -15.81934 3.82329 -0.299 0.024 -0.404 0.395
H 26.03460 -16.18648 2.92506 0.245 -0.055 0.414 0.048
H 25.04619 -14.77107 2.67008 0.042 0.110 -0.352 -0.725
H 25.50035 -15.27349 0.27438 0.001 0.047 -0.081 0.009
H 25.05859 -16.90141 -0.35191 -0.871 0.257 0.112 0.366
H 26.35596 -16.78140 0.66011 0.350 0.204 0.724 -0.671
C 34.99587 -16.24583 -5.04459 -0.912 0.037 -0.128 -0.290
O 34.11486 -15.33282 -4.37376 0.748 -0.314 1.138 -0.472
C 33.20082 -15.93447 -3.41889 0.171 0.122 -0.766 0.041
C 32.48812 -14.89769 -2.55205 0.884 0.970 -0.238 -0.714
N 31.61846 -15.57402 -1.64566 -0.248 -0.548 0.744 1.339
C 31.06543 -14.74003 -0.59802 -0.631 1.364 0.700 0.409
C 31.97963 -13.87714 0.30376 0.823 0.609 -0.922 -1.139
O 31.26624 -13.46043 1.41934 -0.532 0.177 2.621 -0.106
C 31.87651 -12.60025 2.44323 0.130 -1.398 -1.091 -0.910
H 35.60314 -16.93312 -4.45556 -0.398 -0.031 0.866 0.306
H 35.75989 -15.72284 -5.61979 -0.489 0.536 -0.139 0.329
H 34.35674 -16.84004 -5.69769 0.357 -0.167 -0.278 -0.067
H 33.62611 -16.68757 -2.75550 0.777 0.178 0.115 0.282
H 32.47992 -16.52184 -3.98758 -0.466 0.099 -0.148 -0.113
H 31.95777 -14.13815 -3.12643 -0.181 0.018 -0.609 0.271
H 33.15623 -14.28939 -1.94237 0.724 -0.249 -0.199 0.632
H 30.77914 -15.74203 -2.18176 0.184 -0.813 0.142 -0.814
H 30.38929 -15.32246 0.02785 0.449 -0.341 0.283 0.272
H 30.36917 -14.02290 -1.03281 -0.178 0.414 -0.265 -0.330
H 32.24273 -12.90961 -0.12374 0.381 -0.120 -1.168 0.395
H 32.93152 -14.37454 0.48975 0.129 -0.406 0.560 0.373
H 32.30662 -11.67027 2.07140 -0.778 0.421 -0.439 0.331
H 32.76208 -13.02520 2.91577 -0.003 -0.826 0.001 0.351
H 31.11476 -12.50677 3.21723 0.041 0.404 -0.306 0.228
C 32.14954 -25.50050 0.36198 -0.362 -0.977 0.592 -0.871
O 31.58673 -24.61314 -0.51182 0.625 3.054 -1.169 -0.094
C 32.47905 -24.24805 -1.61129 -0.341 -0.636 0.363 -1.075
C 32.15768 -22.94295 -2.30163 -0.722 -0.728 -1.271 -0.208
N 32.52582 -21.73151 -1.60227 -1.189 0.236 0.009 -0.357
C 31.74215 -20.55773 -2.06845 0.153 0.285 0.271 0.015
C 32.31990 -19.30863 -1.48596 -0.461 0.762 0.619 0.112
O 32.14333 -19.32198 -0.02964 0.573 0.025 -1.106 -0.196
C 32.83320 -18.23152 0.54166 0.583 0.272 -0.125 -0.717
H 32.10515 -26.46125 -0.15097 0.512 -0.668 0.467 0.337
H 31.51513 -25.51753 1.24817 -0.115 -0.241 0.006 0.214
H 33.14985 -25.26415 0.72473 0.297 0.128 -0.322 0.326
H 32.38806 -25.12854 -2.24734 0.161 0.286 -0.800 0.454
H 33.53662 -24.16698 -1.36017 0.111 -0.248 0.907 0.422
H 31.13699 -23.00282 -2.67940 -0.734 0.322 0.566 0.160
H 32.67006 -22.94434 -3.26368 0.614 -0.192 -0.062 0.404
H 32.26578 -21.87388 -0.63676 0.085 0.191 0.373 0.287
H 30.68138 -20.47727 -1.83099 -0.335 -0.938 0.490 -0.287
H 31.71043 -20.46517 -3.15404 0.584 -0.188 -0.192 0.233
H 31.80302 -18.42005 -1.84841 -0.242 -0.003 -0.182 -0.284
H 33.34599 -19.19693 -1.83634 0.546 -0.104 0.694 0.429
H 33.84627 -18.20431 0.14035 0.407 -0.123 0.149 0.427
H 32.89136 -18.30185 1.62783 -0.192 -0.398 -0.030 0.339
H 32.44602 -17.24201 0.29866 -0.626 -0.041 -0.233 -0.005
C 25.59777 -13.72466 -6.79926 0.288 0.672 0.657 0.035
O 26.90091 -13.22632 -6.51789 0.163 0.062 -0.843 -0.616
C 27.33047 -13.50667 -5.18863 0.288 0.892 -1.389 1.965
C 28.71140 -12.80564 -4.96190 -1.507 -0.141 -0.878 -1.845
N 29.22522 -13.01111 -3.66609 -0.098 0.827 2.344 0.496
C 28.32390 -12.47166 -2.59985 0.530 0.347 -0.247 1.489
C 28.32878 -10.90062 -2.43795 0.315 -1.417 0.980 -1.365
O 27.53980 -10.62043 -1.27803 -0.353 0.637 0.364 0.010
C 27.37134 -9.21714 -0.93772 -0.272 -1.431 -1.191 -0.983
H 24.90042 -13.28629 -6.08539 -0.145 -0.208 0.240 -0.207
H 25.55942 -14.81026 -6.70912 -0.107 -0.114 -0.164 -0.060
H 25.25245 -13.36606 -7.76893 0.448 -0.274 -0.196 0.396
H 27.37837 -14.59127 -5.09144 0.012 -0.106 0.555 0.128
H 26.56619 -13.03513 -4.57086 0.013 -0.415 0.640 -0.418
H 28.54716 -11.73158 -5.04858 0.011 0.075 -0.577 0.373
H 29.44264 -13.12596 -5.70404 -0.133 -0.020 -0.174 0.273
H 29.25120 -13.99472 -3.43819 0.350 0.212 -0.381 0.083
H 28.63974 -12.95627 -1.67600 0.250 0.450 0.259 -0.656
H 27.31359 -12.86348 -2.71755 -0.344 0.421 -0.119 -0.559
H 27.98811 -10.39533 -3.34168 -0.300 0.144 -0.003 0.478
H 29.33800 -10.56883 -2.19404 0.338 -0.027 -0.408 0.320
H 28.31809 -8.71161 -0.74740 0.091 -0.038 0.022 0.258
H 26.69768 -9.14519 -0.08384 0.234 -0.221 0.093 0.233
H 26.85314 -8.78514 -1.79384 0.097 0.573 -0.018 0.353
C 23.86349 -24.84305 3.90046 0.014 0.450 0.132 -0.844
O 24.21123 -23.46581 3.83280 0.019 -0.841 -0.158 -0.306
C 25.19674 -23.12848 2.80113 -2.702 1.162 1.450 -0.801
C 25.49721 -21.62946 3.16133 2.422 -1.655 -1.093 0.524
N 26.88446 -21.53820 3.71110 -1.169 0.182 0.790 -0.421
C 27.12532 -20.20395 4.24650 0.462 0.504 -0.866 -0.356
C 27.54169 -19.21797 3.12283 -0.577 0.719 -1.283 -0.231
O 28.23301 -19.85276 2.02265 0.461 0.200 1.277 -0.373
C 28.92523 -18.93855 1.15847 -1.015 -1.474 -0.768 0.303
H 24.68482 -25.39962 4.35184 0.083 -0.293 -0.105 0.314
H 23.56185 -25.28646 2.95151 0.366 0.103 -0.453 0.311
H 22.97423 -24.97409 4.51701 0.111 0.361 0.322 0.244
H 24.60567 -23.12206 1.88532 0.345 -0.275 -0.477 0.374
H 25.95922 -23.90701 2.77648 0.547 0.557 0.065 0.417
H 24.76177 -21.24559 3.86837 0.119 -0.288 -0.033 -0.276
H 25.44279 -21.07898 2.22213 -0.240 0.405 -0.070 0.111
H 27.55267 -21.69993 2.97121 0.002 -0.087 -0.181 0.363
H 27.87048 -20.17686 5.04154 0.237 -0.398 -0.072 0.282
H 26.19750 -19.87036 4.71123 0.044 0.350 -0.040 -0.126
H 28.05742 -18.30986 3.43503 0.646 -0.281 0.624 0.636
H 26.69459 -18.75508 2.61660 -0.829 -0.166 0.274 0.081
H 28.91295 -19.50328 0.22627 0.632 0.059 -0.212 -0.397
H 29.95723 -18.74816 1.45317 -0.204 0.307 0.200 0.261
H 28.30458 -18.08704 0.87950 0.177 0.502 0.587 -0.352
C 24.62215 -12.40970 -2.11243 -0.645 -0.217 -0.039 -0.493
O 23.29600 -12.36481 -1.57029 0.101 0.438 -0.167 -0.244
C 22.69564 -11.07200 -1.58245 -0.760 -0.821 1.548 -0.818
C 21.34208 -11.26792 -0.78665 0.141 0.353 -0.154 0.006
N 20.50586 -10.07420 -0.64336 0.508 1.085 -0.933 -0.419
C 19.14434 -10.31408 -0.18657 1.124 -1.443 0.909 -0.533
C 19.21157 -10.75754 1.30347 -1.843 1.385 -0.959 -0.434
O 17.87063 -10.56196 1.79264 0.255 -0.315 0.130 -0.366
C 17.74173 -10.81522 3.17066 0.789 0.137 0.231 -0.733
H 24.63999 -11.86133 -3.05426 0.166 0.078 -0.212 0.598
H 24.83190 -13.46128 -2.30807 0.054 0.061 0.022 -0.334
H 25.39533 -12.01595 -1.45270 -0.152 0.215 0.245 0.238
H 22.55062 -10.67435 -2.58692 -0.209 -0.181 -0.342 0.384
H 23.34867 -10.37288 -1.06007 -0.014 0.250 0.205 0.325
H 21.55088 -11.62066 0.22335 0.395 -0.200 -0.122 -0.088
H 20.71876 -12.01784 -1.27366 0.289 -0.634 -0.288 0.225
H 20.36208 -9.72960 -1.58181 0.362 0.417 -0.248 0.274
H 18.74977 -11.16350 -0.74417 -0.559 -0.200 -0.174 0.229
H 18.52297 -9.44291 -0.39406 0.104 0.011 0.510 0.438
H 19.87108 -10.07423 1.83847 0.342 -0.185 0.135 0.363
H 19.51648 -11.80230 1.36347 0.095 -0.047 0.268 0.336
H 17.93433 -11.85825 3.42182 -0.530 -0.394 -0.115 0.292
H 16.79218 -10.43927 3.55159 -0.107 -0.320 -0.314 0.277
H 18.52002 -10.30540 3.73850 0.221 0.491 0.041 0.293
C 19.69736 -14.24396 -3.93667 0.092 -0.244 1.610 -0.680
O 20.32983 -14.23790 -5.18454 -1.567 -0.806 -0.399 -0.355
C 21.24651 -13.23710 -5.43273 1.091 1.156 0.269 -1.114
C 22.56743 -13.48028 -4.67010 -0.658 -0.761 -1.222 0.229
N 23.05956 -14.84013 -5.05488 -0.889 1.710 -0.231 -0.221
C 24.04187 -15.38104 -4.16544 0.162 -2.224 -0.142 0.083
C 24.41785 -16.84139 -4.64186 -0.215 0.921 0.456 0.698
O 23.42422 -17.80943 -4.31073 0.319 -1.261 -0.378 -0.624
C 23.94553 -19.18206 -4.57878 -0.315 1.721 1.532 -0.492
H 19.13511 -13.38223 -3.57693 -0.079 0.875 -0.981 0.343
H 20.38619 -14.37076 -3.10150 0.568 -0.285 -0.037 0.195
H 18.97795 -15.05358 -3.81394 0.218 -0.289 -0.749 0.307
H 20.82722 -12.24756 -5.25077 -0.145 0.301 0.935 0.424
H 21.42825 -13.09786 -6.49842 0.103 -1.076 -0.273 0.344
H 22.36876 -13.39912 -3.60144 0.331 0.194 0.220 -0.133
H 23.23932 -12.70564 -5.03968 0.330 0.024 0.438 0.155
H 22.23501 -15.41410 -4.95112 -0.129 -0.377 -0.314 0.465
H 23.61765 -15.48842 -3.16714 0.254 0.052 0.533 1.310
H 24.95948 -14.79603 -4.10339 -0.130 0.036 -0.211 -0.983
H 25.37807 -17.07855 -4.18379 0.065 -0.238 -0.026 0.183
H 24.49064 -16.85733 -5.72931 0.374 0.284 -0.249 -0.580
H 24.53633 -19.44633 -3.70173 0.437 -0.057 -0.106 0.219
H 24.58609 -19.19871 -5.46054 -0.334 -0.074 -0.177 0.109
H 23.12818 -19.90299 -4.56159 -0.176 0.357 -0.564 0.347
```
Forces are in eV/Å.

## Properties
**Charge**: -1
**E_HOMO**: -6.3 eV
**Gap between HOMO and LUMO**: 8.235 eV
**DFT total energy**: -169322.4648 eV